This record from the OMol25 dataset describes C3H2ClFS in the gas phase at a distorted geometry. The level of theory is ωB97M-V/def2-TZVPD.

ΔE to the lowest compared entry with this formula, charge and spin   0.5912 eV
Frontier orbital gap   7.9727 eV
LUMO   -1.05 eV
Highest occupied orbital energy   -0.3314 Ha

Geometry as ORCA input:
```
! wB97M-V def2-TZVPD RIJCOSX def2/J DEFGRID3
* xyz 0 1
F -0.6639 1.9615 0.1139
C 0.4235 1.3957 -0.0440
C 0.5284 0.0162 0.0945
Cl 2.1460 -0.5690 -0.0589
C -0.5644 -0.9595 0.2391
S -2.1128 -0.6733 -0.1233
H 1.2153 1.9821 -0.4558
H -0.2416 -1.9055 0.6663
*
```

Table of Mulliken atomic charges, one value per atom, all in e:
1 F -0.1610
2 C -0.0896
3 C 0.3497
4 Cl -0.2157
5 C -0.2942
6 S -0.2269
7 H 0.3449
8 H 0.2928

This record from the OMol25 dataset describes C2H5NS in the gas phase at a distorted geometry. The level of theory is ωB97M-V/def2-TZVPD.

ΔE to the lowest compared entry with this formula, charge and spin   6.6384 eV
Frontier orbital gap (spin up / spin down)   7.9829 / 7.9844 eV
LUMO (spin up / spin down)   -0.45 / -0.45 eV
Highest occupied orbital energy (spin up / spin down)   -0.3100 / -0.3101 Ha

Geometry as ORCA input:
```
! wB97M-V def2-TZVPD RIJCOSX def2/J DEFGRID3
* xyz 0 1
C 1.8292 0.0851 0.7965
S 0.2406 -0.7649 0.0007
C -1.3796 0.0211 0.4794
N 0.6609 0.1821 -1.0577
H 2.8051 -0.2914 0.4952
H 1.6375 1.0307 0.3721
H -1.9544 0.3925 -0.3225
H -1.2274 0.6254 1.2714
H -2.1109 -0.6227 0.9691
*
```

Here are the Mulliken charges for atoms 1 to 8, given in e:
1 C -0.5262
2 S 0.2909
3 C -0.9843
4 N -0.3930
5 H 0.2835
6 H 0.2781
7 H 0.3490
8 H 0.3281

This record from the OMol25 dataset describes a gas-phase ion, C9H21N2Si (charge +1) at a distorted geometry. The level of theory is ωB97M-V/def2-TZVPD.

ΔE to the lowest compared entry with this formula, charge and spin   0.0000 eV
Frontier orbital gap   10.6929 eV
LUMO   -2.43 eV
Highest occupied orbital energy   -0.4823 Ha

Geometry as ORCA input:
```
! wB97M-V def2-TZVPD RIJCOSX def2/J DEFGRID3
* xyz 1 1
C -1.8200 -0.7686 1.4854
C -0.4437 -0.8802 0.8919
N -0.0398 -0.1597 -0.1399
Si -0.5197 1.4183 -1.0155
C -0.6579 2.7771 0.3383
C -2.0548 0.8652 -1.9527
C 0.6780 2.0589 -2.2822
C 1.2794 -0.7176 -0.5156
C 2.3988 0.1873 0.0677
C 1.3486 -2.0974 0.1784
N 0.3223 -1.8629 1.2890
C 0.0557 -2.7485 2.3884
H -2.5618 -0.4834 0.7876
H -1.9121 -0.1759 2.3634
H -2.1911 -1.7901 1.5140
H 0.2165 2.8956 1.0241
H -0.8395 3.8424 -0.1839
H -1.5648 2.6203 0.9676
H -1.9052 -0.0887 -2.4007
H -2.9036 0.7204 -1.2828
H -2.5060 1.6200 -2.7257
H 1.1835 3.0959 -2.1247
H 1.5856 1.3862 -2.4001
H 0.2626 2.1502 -3.3301
H 1.2141 -0.8667 -1.5642
H 2.1846 1.2635 -0.1387
H 3.3395 -0.0581 -0.4097
H 2.5884 -0.1194 1.1531
H 0.8063 -2.9475 -0.3278
H 2.3076 -2.5464 0.4934
H -0.4700 -2.0350 3.0485
H -0.4368 -3.5604 1.8670
H 1.0554 -2.9948 2.9365
*
```

Here are the Mulliken charges for atoms 1 to 8, given in e:
1 C -1.6114
2 C 1.0159
3 N -0.0585
4 Si 0.1204
5 C -0.9389
6 C -1.1348
7 C -1.0476
8 C 0.0260

This record from the OMol25 dataset describes a molecular structure, C40H31N2O2S2Tl at a distorted geometry. The level of theory is ωB97M-V/def2-TZVPD.

Frontier orbital gap (spin up / spin down)   3.5516 / 3.5423 eV
LUMO (spin up / spin down)   -0.82 / -0.82 eV
Highest occupied orbital energy (spin up / spin down)   -0.1608 / -0.1604 Ha

Geometry as ORCA input:
```
! wB97M-V def2-TZVPD RIJCOSX def2/J DEFGRID3
* xyz 0 1
Tl 0.0000 0.0000 0.0000
C 7.8644 2.9714 -0.6163
C 6.4247 2.5804 -0.4590
C 5.8552 2.4453 0.8144
C 4.5041 2.1115 0.9595
C 3.7021 1.9281 -0.1705
C 4.2730 2.0617 -1.4431
C 5.6196 2.3975 -1.5870
S 1.9600 1.4640 0.0000
O 1.4460 1.3515 -1.4062
C 1.3408 3.0620 0.6271
C 1.7798 4.2617 0.0547
C 1.3386 5.4897 0.5422
C 0.4249 5.5575 1.5972
C 0.0129 6.8110 2.0815
C -0.9038 6.9141 3.1253
C -1.4268 5.7627 3.6933
C -1.0264 4.5112 3.2190
C -0.0865 4.3655 2.1651
C 0.3658 3.0950 1.6619
C -0.1852 1.8373 2.2513
C 0.3529 1.3664 3.5040
C 1.4302 1.9884 4.1863
C 1.9108 1.5168 5.4109
C 1.3308 0.4029 5.9975
C 0.2759 -0.2404 5.3557
C -0.2140 0.2239 4.1237
C -1.2712 -0.4478 3.5113
C -1.7745 -0.0141 2.2892
C -1.2604 1.1250 1.6479
S -1.9732 1.4640 0.0000
O -1.2984 2.6738 -0.5683
C -3.5651 2.0943 0.5884
C -3.7167 3.4445 0.9222
C -4.9747 3.9614 1.2369
C -6.1037 3.1360 1.2147
C -7.4658 3.7171 1.4557
C -5.9541 1.7869 0.8703
C -4.6926 1.2678 0.5610
H 8.4696 2.5721 0.2040
H 7.9567 4.0617 -0.6295
H 8.2780 2.5716 -1.5486
H 6.4643 2.5937 1.7033
H 4.0883 1.9976 1.9572
H 3.6657 1.9126 -2.3344
H 6.0329 2.5108 -2.5871
H 2.4629 4.2584 -0.7906
H 1.7142 6.3981 0.0758
H 0.4078 7.7258 1.6438
H -1.2092 7.8913 3.4886
H -2.1468 5.8298 4.5044
H -1.4683 3.6362 3.6917
H 1.9118 2.8720 3.7714
H 2.7328 2.0289 5.9047
H 1.6953 0.0341 6.9526
H -0.1667 -1.1130 5.8325
H -1.7110 -1.3292 3.9745
H -2.5782 -0.5897 1.8345
H -2.8606 4.1154 0.8903
H -5.0676 5.0209 1.4655
H -7.4207 4.5215 2.1972
H -8.1558 2.9578 1.8375
H -7.8685 4.1203 0.5208
H -6.8252 1.1380 0.8109
H -4.6096 0.2286 0.2545
N -0.0606 7.5096 0.0574
C -0.0475 6.3494 0.0451
C -0.0314 4.9175 0.0298
C -0.8936 4.1990 0.8565
C -0.8397 2.8180 0.8051
N 0.0000 2.1330 0.0000
C 0.8239 2.8538 -0.7900
C 0.8466 4.2365 -0.8120
H -1.5901 4.6955 1.5244
H -1.4879 2.2060 1.4266
H 1.4855 2.2700 -1.4244
H 1.5316 4.7627 -1.4689
H 0.0000 -1.8624 0.0000
*
```

Here are the Mulliken charges for atoms 1 to 8, given in e:
1 Tl 1.1030
2 C -1.4374
3 C 1.0588
4 C -1.1114
5 C -0.1208
6 C 0.6370
7 C -0.2404
8 C -1.0455

This record from the OMol25 dataset describes C6H12S in the gas phase at a distorted geometry. The level of theory is ωB97M-V/def2-TZVPD.

ΔE to the lowest compared entry with this formula, charge and spin   1.3885 eV
Frontier orbital gap   9.8095 eV
LUMO   0.91 eV
Highest occupied orbital energy   -0.3272 Ha

Geometry as ORCA input:
```
! wB97M-V def2-TZVPD RIJCOSX def2/J DEFGRID3
* xyz 0 1
C -0.2561 -1.0841 1.1766
C -0.6521 -0.2595 -0.1262
C -1.4767 -0.9060 -1.1716
C -0.8037 1.2057 0.0116
C 0.4759 0.7423 -0.6566
C 1.8230 1.0277 -0.0688
S 2.8724 -0.5100 0.0059
H 0.3928 -1.8093 0.8282
H -1.0039 -1.5540 1.8372
H 0.3878 -0.2920 1.6315
H -1.1979 -1.9301 -1.3855
H -1.4778 -0.4208 -2.2038
H -2.5424 -0.9785 -0.8681
H -0.7415 1.5977 1.0661
H -1.3853 1.8115 -0.6050
H 0.4000 0.7761 -1.7405
H 1.5559 1.3389 0.9075
H 2.2507 1.8843 -0.5605
H 2.9184 -0.6195 -1.3522
*
```

Here are the Mulliken charges for atoms 1 to 8, given in e:
1 C -1.2664
2 C 1.5060
3 C -1.5290
4 C -1.0226
5 C -0.2581
6 C -1.1175
7 S -0.2192
8 H 0.3816

This record from the OMol25 dataset describes 2 unconnected molecules or ions with the total composition C2H4Cl4. The level of theory is ωB97M-V/def2-TZVPD.

ΔE to the lowest compared entry with this formula, charge and spin   0.1958 eV
Frontier orbital gap   11.5786 eV
LUMO   0.58 eV
Highest occupied orbital energy   -0.4041 Ha

Geometry as ORCA input:
```
! wB97M-V def2-TZVPD RIJCOSX def2/J DEFGRID3
* xyz 0 1
Cl 0.1753 0.7340 -2.9269
C -1.2614 0.1580 -2.1165
Cl -2.6079 0.2415 -3.2903
H -1.2017 -0.8842 -1.8032
H -1.4540 0.7572 -1.2266
Cl 1.1730 1.4825 2.2974
C 1.4075 -0.2493 2.1977
Cl -0.0310 -1.0664 2.8305
H 1.5889 -0.5969 1.1807
H 2.2113 -0.5764 2.8573
*
```

Here are the Mulliken charges for atoms 1 to 8, given in e:
1 Cl -0.1388
2 C -0.2093
3 Cl -0.1590
4 H 0.2491
5 H 0.2570
6 Cl -0.1342
7 C -0.2499
8 Cl -0.1532